3 unconnected molecules or ions with the total composition C4H13N2O. Source: OMol25; level of theory: ωB97M-V/def2-TZVPD.

Kohn-Sham gap = 0.3272 Eh
net charge = +1
HOMO energy = -0.461 Ha
energy above the lowest of the compared OMol25 structures with the same formula, charge and spin = 112.5 kcal per mole
lowest unoccupied orbital energy = -3.6 eV

```
20
C4H13N2O | OMol25 | ωB97M-V/def2-TZVPD
C -0.69 -0.44 1.70
C 0.80 -0.30 1.27
C 0.98 -0.89 -0.07
C 1.31 -0.29 -1.21
N 1.20 -0.69 -2.53
N -1.61 -0.20 0.53
H -0.93 0.26 2.51
H -0.78 -1.49 2.06
H 1.07 0.82 1.29
H 1.35 -0.85 2.05
H -0.13 -2.24 -0.65
H 1.60 0.75 -1.02
H 1.22 -1.69 -2.59
H 1.90 -0.27 -3.12
H -2.58 -0.49 0.58
H -1.50 0.74 0.10
H -1.00 -0.84 -0.09
H -0.12 2.98 0.12
H -1.37 2.82 -0.72
O -0.73 2.31 -0.21
```

=====

A molecular structure, C5H8O. Source: OMol25; level of theory: ωB97M-V/def2-TZVPD.

Kohn-Sham gap = 0.3320 Eh
net charge = 0
HOMO energy = -0.297 Ha
energy above the lowest of the compared OMol25 structures with the same formula, charge and spin = 152.2 kcal per mole
lowest unoccupied orbital energy = 0.9 eV

```
14
C5H8O | OMol25 | ωB97M-V/def2-TZVPD
C 1.94 -0.46 0.33
O 1.58 0.88 1.11
C 0.65 0.10 0.73
C -0.82 -0.01 0.99
C -1.21 -0.29 -0.47
C -0.06 0.44 -1.19
H 2.42 -1.11 1.07
H 1.23 -0.05 -0.83
H -1.18 0.97 1.33
H -1.07 -0.77 1.73
H -2.22 0.05 -0.73
H -1.16 -1.37 -0.67
H -0.18 1.53 -1.17
H 0.08 0.12 -2.23
```

=====

A molecular structure, C4H11NO2. Source: OMol25; level of theory: ωB97M-V/def2-TZVPD.

Kohn-Sham gap = 0.3142 Eh
net charge = 0
HOMO energy = -0.284 Ha
energy above the lowest of the compared OMol25 structures with the same formula, charge and spin = 86.6 kcal per mole
lowest unoccupied orbital energy = 0.8 eV

```
18
C4H11NO2 | OMol25 | ωB97M-V/def2-TZVPD
C 0.76 -0.09 -0.58
C -0.12 0.30 0.49
C 0.08 -1.87 -0.79
C 0.24 2.22 0.37
N -1.52 0.09 0.40
O 2.09 -0.26 -0.32
O -0.56 -2.53 0.26
H 2.20 -0.69 0.54
H -1.35 -1.99 0.48
H 0.61 0.39 -1.55
H 0.26 0.04 1.47
H -2.01 0.41 1.23
H -1.92 0.52 -0.42
H -0.52 -1.77 -1.70
H 0.97 -2.45 -1.02
H 1.28 2.51 0.25
H -0.37 2.59 -0.45
H -0.12 2.58 1.33
```

=====

A molecular structure, C3H5N3. Source: OMol25; level of theory: ωB97M-V/def2-TZVPD.

Kohn-Sham gap (alpha / beta) = 0.3398 / 0.3399 Eh
net charge = 0
HOMO energy (alpha / beta) = -0.341 / -0.341 Ha
energy above the lowest of the compared OMol25 structures with the same formula, charge and spin = 104.3 kcal per mole
lowest unoccupied orbital energy (alpha / beta) = 0.0 / 0.0 eV

```
11
C3H5N3 | OMol25 | ωB97M-V/def2-TZVPD
C 0.19 -1.94 0.16
N 0.12 -0.58 -0.31
C -0.60 0.24 0.32
N -0.73 1.58 -0.07
C 0.31 2.43 -0.38
N 0.55 1.74 -1.37
H -0.06 -2.62 -0.66
H 1.22 -2.15 0.45
H -0.47 -2.17 1.01
H -1.29 -0.02 1.13
H 0.54 3.41 0.00
```

=====

A molecular structure, C33H42AsN7OsPS4. Source: OMol25; level of theory: ωB97M-V/def2-TZVPD.

Kohn-Sham gap (alpha / beta) = 0.1934 / 0.1970 Eh
net charge = -1
2S+1 = 5
HOMO energy (alpha / beta) = -0.124 / -0.142 Ha
energy above the lowest of the compared OMol25 structures with the same formula, charge and spin = 14.6 kcal per mole
lowest unoccupied orbital energy (alpha / beta) = 1.9 / 1.5 eV

```
89
C33H42AsN7OsPS4 | OMol25 | ωB97M-V/def2-TZVPD
Os 0.60 0.05 -0.44
C 0.66 1.83 3.49
C 0.46 0.63 2.56
N -0.08 1.01 1.22
C -1.15 1.78 1.02
C -1.92 2.47 2.02
C -1.63 2.62 3.38
C -3.16 3.08 1.63
C -3.59 3.09 0.35
C -2.79 2.52 -0.66
C -1.59 1.92 -0.37
N -0.72 1.31 -1.27
C -0.68 1.39 -2.64
C -1.34 2.27 -3.47
C -1.23 2.18 -4.87
C -0.47 1.23 -5.48
C 0.29 0.34 -4.67
C 1.13 -0.67 -5.20
C 1.86 -1.46 -4.37
C 1.79 -1.25 -2.98
N 1.01 -0.32 -2.47
C 0.22 0.46 -3.28
H 1.23 1.41 4.31
H 1.49 0.38 2.31
H -2.43 3.08 3.96
H -3.76 3.54 2.41
H -4.54 3.55 0.09
H -3.16 2.51 -1.67
H -1.95 3.06 -3.06
H -1.79 2.89 -5.48
H -0.42 1.14 -6.56
H 1.18 -0.79 -6.28
H 2.50 -2.25 -4.74
H 2.36 -1.83 -2.27
S 0.30 -3.51 0.38
As 1.49 -2.36 1.92
S -0.86 -2.00 -0.43
S 2.51 -0.96 0.47
S 2.84 -3.70 2.78
N -0.15 -0.51 3.11
P -1.22 -0.53 4.36
N -2.78 -0.44 3.63
C -3.11 -0.62 2.24
C -4.18 -1.70 2.05
C -5.41 -1.37 2.90
C -5.01 -1.16 4.36
C -3.92 -0.09 4.45
N -1.20 -2.17 4.87
C -0.29 -2.50 5.95
C -0.56 -3.93 6.46
C -1.97 -4.37 6.05
C -2.07 -4.42 4.53
C -1.29 -3.25 3.90
N -0.57 2.34 4.09
C 1.45 3.00 2.87
C 1.20 4.33 3.58
C 1.47 4.36 5.09
C 0.84 3.24 5.94
C -0.52 2.71 5.51
H -2.20 -0.88 1.69
H -3.51 0.32 1.82
H -3.76 -2.66 2.37
H -4.44 -1.79 0.99
H -6.16 -2.17 2.82
H -5.87 -0.46 2.51
H -4.62 -2.09 4.77
H -5.88 -0.86 4.95
H -3.58 0.02 5.49
H -4.35 0.88 4.13
H -0.43 -1.77 6.75
H 0.77 -2.43 5.63
H -0.43 -3.97 7.54
H 0.16 -4.63 6.02
H -2.70 -3.66 6.45
H -2.21 -5.35 6.48
H -3.11 -4.39 4.21
H -1.65 -5.36 4.16
H -1.77 -2.88 3.00
H -0.29 -3.58 3.60
H 1.17 3.10 1.82
H 2.51 2.74 2.90
H 0.17 4.65 3.39
H 1.83 5.10 3.12
H 1.13 5.33 5.47
H 2.55 4.33 5.26
H 0.72 3.59 6.97
H 1.54 2.40 6.01
H -1.30 3.45 5.68
H -0.77 1.81 6.08
```

=====

2 unconnected molecules or ions with the total composition C5H15NO2. Source: OMol25; level of theory: ωB97M-V/def2-TZVPD.

Kohn-Sham gap = 0.3180 Eh
SMILES = CCN(C)CCO.O
net charge = 0
HOMO energy = -0.296 Ha
energy above the lowest of the compared OMol25 structures with the same formula, charge and spin = 55.3 kcal per mole
lowest unoccupied orbital energy = 0.6 eV

```
23
C5H15NO2 | OMol25 | ωB97M-V/def2-TZVPD
C -1.14 -0.01 2.24
C -1.98 -0.18 0.94
N -1.55 -1.16 -0.06
C -0.95 -2.33 0.53
C -0.97 -0.57 -1.26
C 0.55 -0.72 -1.53
O 0.98 0.49 -2.13
H -1.85 -0.07 3.06
H -0.60 0.94 2.38
H -0.32 -0.72 2.18
H -2.02 0.79 0.44
H -2.99 -0.44 1.27
H -1.01 -3.12 -0.25
H 0.12 -2.35 0.78
H -1.61 -2.66 1.31
H -1.42 -1.17 -2.05
H -1.33 0.44 -1.41
H 0.74 -1.63 -2.08
H 0.98 -0.90 -0.53
H 1.60 0.25 -2.81
O 5.23 5.20 -0.45
H 4.90 4.37 -0.80
H 4.64 5.55 0.22
```

=====

A gas-phase ion, C4H12N2 (charge +2). Source: OMol25; level of theory: ωB97M-V/def2-TZVPD.

Kohn-Sham gap = 0.3675 Eh
SMILES = C=C([NH3+])CC[NH3+]
net charge = +2
HOMO energy = -0.669 Ha
energy above the lowest of the compared OMol25 structures with the same formula, charge and spin = 38.0 kcal per mole
lowest unoccupied orbital energy = -8.2 eV

```
18
C4H12N2 | OMol25 | ωB97M-V/def2-TZVPD
C 1.19 1.20 -1.11
C 0.20 1.06 -0.21
N -0.54 2.29 0.17
C 0.14 -0.17 0.69
C -0.52 -1.29 -0.10
N -0.29 -2.72 0.36
H 1.14 1.75 -2.05
H 2.21 0.88 -0.89
H -1.55 2.29 -0.02
H -0.44 2.80 1.06
H -0.13 3.01 -0.44
H 1.19 -0.37 0.93
H -0.35 0.06 1.63
H -0.18 -1.31 -1.14
H -1.60 -1.15 -0.14
H -0.81 -3.33 -0.28
H -0.71 -2.91 1.27
H 0.68 -3.04 0.28
```

=====

A molecular structure, C4H5N3O. Source: OMol25; level of theory: ωB97M-V/def2-TZVPD.

Kohn-Sham gap = 0.3185 Eh
net charge = 0
HOMO energy = -0.301 Ha
energy above the lowest of the compared OMol25 structures with the same formula, charge and spin = 122.4 kcal per mole
lowest unoccupied orbital energy = 0.5 eV

```
13
C4H5N3O | OMol25 | ωB97M-V/def2-TZVPD
C -0.90 -0.04 0.08
C -1.44 0.04 -1.25
C 0.67 -0.34 -1.29
C 1.52 0.22 1.01
H -2.39 0.09 1.11
H -2.45 0.46 -1.87
H 1.55 -0.21 -1.86
H 2.32 0.61 -0.06
H 0.80 -0.24 2.77
N -0.34 -0.04 -2.12
N 0.39 -0.40 0.04
N 1.74 0.15 2.24
O -1.47 -0.29 1.22
```

=====

2 unconnected molecules or ions with the total composition CH8N7O3. Source: OMol25; level of theory: ωB97M-V/def2-TZVPD.

Kohn-Sham gap (alpha / beta) = 0.2304 / 0.2302 Eh
net charge = +1
HOMO energy (alpha / beta) = -0.426 / -0.426 Ha
energy above the lowest of the compared OMol25 structures with the same formula, charge and spin = 113.0 kcal per mole
lowest unoccupied orbital energy (alpha / beta) = -5.3 / -5.3 eV

```
19
CH8N7O3 | OMol25 | ωB97M-V/def2-TZVPD
C -0.01 0.05 -0.57
N 0.17 0.19 -1.87
N 0.92 0.48 1.49
N -2.17 -2.25 0.54
N 0.70 0.75 0.18
N -2.14 -0.99 0.40
N -3.44 1.04 0.28
N 1.68 1.63 -0.22
O -3.05 1.05 1.37
O -3.98 1.66 -0.52
O -2.89 -0.39 -0.43
H 0.23 -0.56 -2.51
H 0.85 1.40 1.88
H 0.31 -0.18 1.98
H -1.60 -2.55 1.28
H -2.66 -2.87 -0.07
H 1.78 1.52 -1.25
H 0.52 1.03 -2.25
H 2.43 1.95 0.27
```

=====

A single C7H10N2S molecule. Source: OMol25; level of theory: ωB97M-V/def2-TZVPD.

Kohn-Sham gap = 0.2764 Eh
SMILES = CC(C)/N=C/C=N\C=C=S
net charge = 0
HOMO energy = -0.290 Ha
energy above the lowest of the compared OMol25 structures with the same formula, charge and spin = 74.3 kcal per mole
lowest unoccupied orbital energy = -0.4 eV

```
20
C7H10N2S | OMol25 | ωB97M-V/def2-TZVPD
C 1.58 -1.43 -0.98
C 1.25 -0.23 0.06
C 1.41 -0.84 1.38
N 0.00 0.25 -0.11
C -0.17 1.47 -0.41
C -1.42 2.18 -0.36
N -2.41 1.83 0.40
C -2.72 0.56 0.61
C -2.51 -0.34 -0.35
S -2.45 -1.11 -1.69
H 1.11 -1.09 -1.93
H 2.65 -1.71 -1.10
H 1.05 -2.34 -0.67
H 2.04 0.66 -0.19
H 1.23 -0.26 2.27
H 2.43 -1.31 1.43
H 0.79 -1.76 1.32
H 0.76 2.00 -0.61
H -1.41 3.28 -0.56
H -3.22 0.19 1.49
```